[1]
DFT (ωB97M-V with the def2-TZVPD basis set) results for a cluster of 7 separate species, C46H59B3N6O4Si in total at a distorted geometry.

Structure (XYZ):
```
119
Properties=species:S:1:pos:R:3:lowdin_charge:R:1
C 4.055 -5.980 -0.123 -0.241
Si 3.193 -4.306 -0.578 0.526
C 2.390 -3.663 1.092 -0.214
C 4.396 -3.002 -1.380 -0.290
C 4.038 -1.458 -0.962 -0.258
C 4.312 -0.338 -2.127 -0.201
C 2.967 0.322 -2.792 -0.225
C 2.352 1.612 -1.989 -0.229
C 1.819 1.299 -0.471 -0.203
C 0.670 0.135 -0.360 -0.210
C -0.863 0.682 -0.172 -0.083
B -1.798 -0.664 0.174 -0.327
O -1.290 -1.817 0.996 0.101
B -1.412 -2.996 0.099 -0.238
O -2.725 -3.420 -0.434 0.143
B -3.629 -2.263 -0.152 -0.428
O -5.023 -2.641 0.265 0.066
O -3.206 -0.828 -0.318 0.162
C 1.702 -4.601 -1.786 -0.226
C 0.673 -5.881 -1.716 -0.047
C -0.585 -5.936 -2.816 -0.041
C -0.853 -4.788 -3.965 -0.070
C 0.205 -3.537 -4.067 -0.063
C 1.439 -3.494 -2.973 -0.067
H 4.394 -6.613 -1.047 0.045
H 4.927 -5.850 0.679 0.057
H 3.225 -6.626 0.439 0.046
H 1.743 -4.493 1.630 0.060
H 3.213 -3.197 1.785 0.051
H 1.627 -2.803 0.772 0.027
H 4.482 -3.138 -2.562 0.092
H 5.465 -3.237 -0.937 0.085
H 2.953 -1.459 -0.523 0.069
H 4.757 -1.178 -0.055 0.119
H 5.026 0.508 -1.742 0.113
H 4.885 -0.893 -3.014 0.112
H 2.087 -0.424 -2.988 0.084
H 3.293 0.727 -3.867 0.116
H 1.405 1.981 -2.614 0.114
H 3.115 2.523 -2.015 0.115
H 2.785 1.040 0.181 0.115
H 1.377 2.310 -0.043 0.102
H 0.788 -0.635 -1.251 0.113
H 0.925 -0.488 0.626 0.118
H -0.919 1.381 0.764 0.124
H -1.261 1.205 -1.161 0.125
H -0.461 -3.604 -0.246 0.088
H -4.977 -3.616 0.546 0.119
H 0.806 -6.733 -0.924 0.084
H -1.355 -6.847 -2.798 0.049
H -1.750 -4.819 -4.720 0.078
H 0.139 -2.647 -4.838 0.082
H 2.192 -2.600 -3.048 0.051
C -1.193 6.811 -0.430 -0.105
C -2.103 5.838 -0.031 -0.081
C -1.860 4.523 -0.396 -0.142
N -0.791 4.131 -1.124 0.065
C 0.073 5.099 -1.499 -0.169
C -0.082 6.438 -1.179 -0.104
H -1.349 7.851 -0.161 0.113
H -2.980 6.096 0.552 0.109
H -2.539 3.727 -0.106 0.104
H 0.923 4.758 -2.084 0.096
H 0.646 7.172 -1.505 0.104
C 2.474 6.289 3.901 -0.088
C 2.095 6.093 2.577 -0.071
C 0.800 5.674 2.321 -0.145
N -0.119 5.440 3.284 0.058
C 0.279 5.637 4.560 -0.155
C 1.550 6.059 4.915 -0.079
H 3.481 6.619 4.141 0.087
H 2.792 6.263 1.764 0.099
H 0.455 5.510 1.304 0.072
H -0.477 5.440 5.315 0.099
H 1.814 6.203 5.957 0.096
C -4.551 -9.937 -4.750 -0.078
C -4.434 -10.104 -3.374 -0.075
C -3.452 -9.389 -2.708 -0.137
N -2.596 -8.541 -3.318 0.038
C -2.732 -8.401 -4.654 -0.144
C -3.685 -9.068 -5.406 -0.073
H -5.310 -10.479 -5.306 0.106
H -5.093 -10.774 -2.833 0.102
H -3.323 -9.483 -1.633 0.106
H -2.031 -7.715 -5.121 0.098
H -3.750 -8.916 -6.478 0.102
C 7.595 5.028 6.910 -0.080
C 7.368 4.977 5.538 -0.076
C 6.058 5.010 5.088 -0.150
N 4.985 5.087 5.906 0.056
C 5.236 5.134 7.232 -0.147
C 6.510 5.110 7.777 -0.077
H 8.608 5.005 7.300 0.105
H 8.192 4.912 4.836 0.102
H 5.830 4.976 4.027 0.101
H 4.357 5.194 7.867 0.102
H 6.653 5.152 8.850 0.102
C -5.380 -3.113 4.514 -0.073
C -6.290 -4.086 4.914 -0.078
C -6.047 -5.400 4.548 -0.154
N -4.978 -5.792 3.821 0.051
C -4.113 -4.825 3.446 -0.154
C -4.268 -3.486 3.766 -0.074
H -5.536 -2.072 4.783 0.107
H -7.166 -3.827 5.497 0.100
H -6.726 -6.197 4.839 0.100
H -3.264 -5.165 2.860 0.103
H -3.541 -2.751 3.439 0.104
C -4.126 7.838 -5.232 -0.082
C -3.047 7.148 -4.691 -0.070
C -3.022 6.940 -3.321 -0.138
N -3.984 7.373 -2.478 0.065
C -5.019 8.041 -3.032 -0.150
C -5.135 8.294 -4.389 -0.080
H -4.182 8.019 -6.302 0.104
H -2.244 6.780 -5.320 0.102
H -2.202 6.405 -2.851 0.079
H -5.778 8.380 -2.333 0.101
H -5.990 8.835 -4.780 0.100
```

Summary:
Kohn-Sham gap: 8.6 eV
total energy: -2781.624066 hartree
SMILES: C[Si](C)(CCCCCCCCB1OBOB(O)O1)c1ccccc1.c1ccncc1.c1ccncc1.c1ccncc1.c1ccncc1.c1ccncc1.c1ccncc1

[2]
DFT (ωB97M-V with the def2-TZVPD basis set) results for a structure of composition C46H59N9O5PSeZr at a distorted geometry.

Structure (XYZ):
```
122
Properties=species:S:1:pos:R:3:lowdin_charge:R:1
Zr -0.643 0.290 0.970 1.392
O -4.912 -4.897 4.158 -0.040
C -3.666 -4.867 4.174 -0.696
O -2.884 -5.676 4.711 -0.039
C -3.023 -3.702 3.449 -0.089
C -3.753 -2.722 2.806 0.055
C -3.101 -1.688 2.166 -0.151
N -1.727 -1.387 2.008 0.054
C -1.108 -2.440 2.697 -0.153
C -1.664 -3.526 3.375 0.058
C 0.337 -2.364 2.706 -0.252
C 1.290 -3.199 3.291 -0.034
C 2.625 -2.883 3.137 -0.077
C 2.971 -1.749 2.403 -0.038
C 1.951 -0.982 1.864 -0.155
N 0.648 -1.281 2.015 -0.049
C -3.913 -0.675 1.503 -0.204
C -5.275 -0.479 1.348 0.005
C -5.684 0.640 0.634 -0.052
C -4.724 1.503 0.112 -0.030
C -3.390 1.198 0.332 -0.229
N -2.984 0.125 1.020 -0.048
H -4.833 -2.786 2.819 0.120
H -1.043 -4.263 3.866 0.114
H 1.010 -4.078 3.854 0.112
H 3.387 -3.513 3.581 0.106
H 4.004 -1.465 2.259 0.105
H 2.141 -0.084 1.297 0.054
H -5.996 -1.167 1.765 0.111
H -6.740 0.835 0.487 0.106
H -5.001 2.385 -0.452 0.109
H -2.558 1.815 -0.046 -0.138
O -1.583 0.109 -0.949 -0.256
H -2.357 -0.409 -1.180 0.091
H -1.307 0.540 -1.762 0.064
O 0.942 1.161 0.795 -0.732
C -1.826 8.419 -2.714 -0.071
C -1.644 7.065 -2.075 -0.298
C -0.812 6.111 -2.643 -0.033
C -0.643 4.860 -2.054 -0.311
C 0.270 3.860 -2.705 -0.108
C -1.323 4.546 -0.864 -0.431
Se -1.038 2.793 -0.098 0.898
C -2.171 5.515 -0.285 -0.293
C -2.949 5.293 0.980 -0.067
C -2.316 6.756 -0.901 -0.041
H -1.236 8.514 -3.629 0.066
H -1.511 9.206 -2.021 0.073
H -2.879 8.577 -2.968 0.073
H -0.284 6.345 -3.560 0.104
H 0.719 4.263 -3.619 0.068
H -0.288 2.956 -2.969 0.059
H 1.078 3.587 -2.019 0.067
H -2.794 4.312 1.404 0.008
H -4.021 5.406 0.781 0.082
H -2.655 6.033 1.732 0.085
H -2.969 7.500 -0.454 0.115
N 0.053 3.359 7.547 0.171
C -0.797 3.618 6.522 -0.488
O -1.627 4.506 6.632 0.051
C -0.729 2.826 5.256 -0.119
C -1.644 3.137 4.209 0.029
C -1.606 2.437 3.050 -0.114
N -0.688 1.419 2.868 -0.065
C 0.156 1.115 3.806 -0.084
C 0.162 1.820 5.047 0.021
H -0.012 3.902 8.385 0.109
H 0.752 2.642 7.510 0.085
H -2.369 3.929 4.333 0.122
H -2.290 2.663 2.258 0.035
H 0.864 0.317 3.644 0.106
H 0.892 1.516 5.785 0.105
N 0.649 -0.900 -0.451 -0.270
P 1.702 -1.801 -1.292 0.607
N 1.069 -2.419 -2.738 -0.187
C -0.276 -3.001 -2.766 -0.228
C -1.294 -2.150 -3.508 -0.178
C -0.927 -1.964 -4.980 -0.201
C 0.561 -2.199 -5.202 -0.190
C 1.394 -1.743 -4.007 -0.221
N 2.196 -3.101 -0.395 -0.194
C 3.451 -3.814 -0.594 -0.210
C 3.291 -5.039 -1.487 -0.193
C 2.292 -6.010 -0.869 -0.206
C 0.990 -5.286 -0.531 -0.168
C 1.236 -3.986 0.241 -0.215
N 2.970 -0.806 -1.643 -0.182
C 4.119 -1.181 -2.466 -0.243
C 4.454 -0.133 -3.519 -0.186
C 4.782 1.228 -2.890 -0.200
C 4.255 1.337 -1.456 -0.175
C 2.923 0.618 -1.270 -0.198
H -0.637 -3.181 -1.755 0.096
H -0.224 -3.986 -3.248 0.109
H -1.360 -1.193 -3.040 0.070
H -2.287 -2.606 -3.430 0.115
H -1.201 -0.954 -5.299 0.106
H -1.502 -2.650 -5.608 0.103
H 0.888 -1.675 -6.102 0.109
H 0.740 -3.264 -5.381 0.110
H 1.278 -0.654 -3.889 0.119
H 2.439 -1.939 -4.260 0.087
H 3.836 -4.129 0.387 0.118
H 4.230 -3.167 -0.995 0.085
H 4.259 -5.534 -1.614 0.106
H 2.951 -4.735 -2.483 0.105
H 2.720 -6.440 0.045 0.110
H 2.098 -6.841 -1.552 0.104
H 0.346 -5.944 0.061 0.115
H 0.454 -5.080 -1.461 0.082
H 1.600 -4.236 1.228 0.091
H 0.289 -3.476 0.400 0.096
H 3.942 -2.139 -2.964 0.096
H 4.999 -1.330 -1.824 0.110
H 3.611 -0.018 -4.206 0.094
H 5.297 -0.477 -4.126 0.106
H 4.351 2.022 -3.506 0.103
H 5.864 1.392 -2.894 0.098
H 4.141 2.387 -1.184 0.113
H 4.993 0.916 -0.765 0.108
H 2.153 1.123 -1.864 0.114
H 2.632 0.717 -0.232 0.056
```

Summary:
Kohn-Sham gap: 4.8 eV
total energy: -5447.160208 hartree
energy relative to the best compared isomer or geometry (same formula, charge and spin): 121.27 kcal per mole
charge: -1

What is the Kohn-Sham gap in the first record? 8.6 eV

The lowest total energy belongs to which entry? C46H59N9O5PSeZr